[1]
ORCA calculation (ωB97M-V with the def2-TZVPD basis set) on a 15-piece molecular cluster, C28H62O27 overall at a distorted geometry.

Last column: Mulliken charge in e.
CARTESIAN COORDINATES (ANGSTROEM)
C  -2.366546  -1.646262  -5.128520  -0.363
C  -2.255206  -1.607922  -3.568310  0.794
O  -1.289986  -2.598032  -3.302140  -0.118
C  -0.671586  -3.068802  -4.445490  0.500
O  0.385144  -3.668902  -4.427890  -0.556
O  -1.216086  -2.529392  -5.494380  -0.368
H  -2.401256  -0.656592  -5.583980  0.267
H  -3.319316  -2.100672  -5.400270  0.256
H  -3.232816  -1.842202  -3.147010  0.195
H  -1.951496  -0.654562  -3.135910  -0.569
C  2.904154  -4.284942  -0.757620  -0.623
C  1.962664  -3.105862  -0.673250  1.636
O  1.325684  -3.384362  0.543820  -0.074
C  1.870104  -4.478602  1.130680  0.490
O  1.494344  -4.965462  2.140510  -0.578
O  3.004274  -4.744352  0.530210  -0.393
H  3.917334  -4.042112  -1.077940  0.339
H  2.512834  -5.058482  -1.418380  0.294
H  1.227314  -2.942722  -1.461130  0.020
H  2.656454  -2.269962  -0.583730  -1.107
C  -1.521296  0.636978  -0.703130  0.372
C  -0.711776  -0.307582  0.172820  0.746
O  0.599124  0.192468  -0.002400  1.265
C  0.667664  0.900908  -1.171910  -0.597
O  1.761524  1.315158  -1.690240  -0.111
O  -0.557236  1.125008  -1.640260  -0.430
H  -2.010026  1.445238  -0.159120  -0.037
H  -2.243336  0.035848  -1.255760  -0.107
H  -0.837946  -1.343882  -0.140630  -0.901
H  -1.079376  -0.116812  1.181070  0.149
C  -2.923766  -6.165832  -0.062630  -0.419
C  -1.581806  -5.716552  -0.566250  -0.287
O  -1.636856  -4.377112  -0.500820  0.113
C  -2.806856  -3.911702  -0.086900  0.254
O  -3.044486  -2.649802  -0.120090  -0.470
O  -3.554106  -4.904332  0.304260  -0.384
H  -2.815286  -6.800482  0.816890  0.303
H  -3.510796  -6.665392  -0.833300  0.262
H  -1.331066  -6.089902  -1.559140  0.318
H  -0.803476  -6.217242  0.009610  0.244
C  -3.862326  1.540038  2.477050  0.910
C  -5.131536  0.712508  2.664840  -0.187
O  -5.512206  1.074088  4.004490  -0.398
C  -4.467536  1.447248  4.692510  0.713
O  -4.434036  1.624278  5.896220  -0.613
O  -3.444166  1.700148  3.857260  -0.346
H  -4.075876  2.509478  2.026860  0.429
H  -3.118906  0.979708  1.910080  -0.893
H  -4.982636  -0.351872  2.483130  0.002
H  -5.942436  0.798578  1.941550  0.369
C  -4.711406  -2.948842  5.250100  -0.362
C  -3.496306  -2.418612  6.051700  -0.462
O  -2.959656  -1.556162  5.099350  -0.272
C  -3.243566  -1.929512  3.890470  0.433
O  -2.641066  -1.565762  2.899680  -0.266
O  -4.232986  -2.808142  3.945950  -0.318
H  -5.607976  -2.355492  5.429510  0.305
H  -4.786946  -3.984532  5.581370  0.308
H  -2.824696  -3.198992  6.409530  0.314
H  -3.833506  -1.773542  6.863040  0.303
O  -2.950976  1.511278  -3.827000  -0.449
H  -2.974936  2.346198  -4.294500  0.228
H  -3.555556  1.629048  -3.094300  0.294
O  3.679254  0.790038  -4.229260  -0.679
H  3.426604  1.227028  -3.415970  0.162
H  4.334244  1.368918  -4.619280  0.362
O  -4.643636  1.458268  -1.304270  -0.642
H  -4.923356  0.544688  -1.362250  0.289
H  -5.222696  1.845348  -0.647690  0.250
O  -0.543466  3.002318  1.720850  -0.420
H  -0.442316  2.099358  2.021980  0.262
H  0.332164  3.258108  1.430900  0.070
C  2.123974  4.643458  2.591470  -1.422
C  2.909724  3.886408  1.523200  -0.163
O  1.966414  3.159868  0.738240  0.378
H  2.708054  5.364588  3.163240  0.371
H  1.668094  4.023898  3.363760  0.318
H  1.353414  5.274358  2.148410  0.284
H  3.542554  3.196798  2.081840  0.309
H  3.505374  4.547988  0.894220  0.354
H  2.464694  2.694788  0.062210  -0.362
C  5.547064  -1.685162  -0.279650  -1.247
C  4.887094  -0.679142  -1.213830  0.802
O  4.744144  -1.252982  -2.453030  -0.591
H  6.203624  -2.401742  -0.773150  0.360
H  4.767644  -2.223822  0.259270  0.155
H  6.132404  -1.213382  0.509600  0.338
H  5.545284  0.174448  -1.375910  0.273
H  3.937064  -0.290952  -0.846600  -0.391
H  4.549364  -0.502982  -3.019740  0.403
C  3.643344  4.014358  -2.894710  -0.476
C  5.164564  3.818898  -3.035340  -0.486
O  5.627414  2.513008  -2.523130  -0.355
H  3.271434  4.036578  -1.870360  -0.082
H  3.153584  3.228358  -3.469560  0.119
H  3.342284  4.960438  -3.344600  0.438
H  5.562274  4.634648  -2.431610  0.341
H  5.481034  3.823988  -4.078370  0.368
H  6.582264  2.438318  -2.588600  0.227
C  3.084174  -0.348632  1.952640  0.349
C  1.971484  -0.257312  2.955460  0.150
O  2.463074  -0.728662  4.183990  -0.575
H  2.869444  0.426608  1.217120  -0.357
H  3.059954  -1.290262  1.404150  -0.476
H  4.038084  -0.176402  2.451130  0.395
H  1.068324  -0.717272  2.554390  -0.080
H  1.758554  0.810118  3.013230  0.015
H  2.347684  0.037268  4.751120  0.412
C  -0.794606  5.273268  -0.848830  -0.831
C  -1.381496  4.224178  -1.797270  0.419
O  -2.396016  4.807168  -2.617160  -0.585
H  -0.426066  6.226218  -1.228500  0.379
H  0.083594  4.852288  -0.359300  -0.103
H  -1.539676  5.557888  -0.105890  0.306
H  -1.646846  3.353588  -1.197470  -0.287
H  -0.550296  3.911178  -2.429120  0.220
H  -2.213946  4.543788  -3.522190  0.365

Atomic forces in eV per Å
C 0.179 -0.564 1.190
C -0.406 0.259 -1.188
O 0.497 -1.220 0.313
C 2.433 0.997 2.024
O -2.180 0.127 0.059
O -2.222 1.525 -1.765
H 0.994 -0.203 -0.159
H 0.342 -0.532 -0.231
H 0.154 -0.376 0.249
H 0.296 -0.030 -0.447
C 0.794 -0.171 -3.040
C 1.357 0.448 -0.225
O -1.640 -0.114 0.809
C -0.101 1.834 1.240
O -0.701 -0.584 0.418
O 0.863 -1.694 0.791
H -0.240 0.209 -0.273
H 0.001 -0.271 -0.026
H 0.230 -0.280 -0.057
H -0.676 0.718 0.152
C -0.517 -1.100 -0.477
C -1.298 0.921 0.144
O 1.254 0.371 -1.041
C 3.588 1.103 -0.651
O -4.520 -1.673 2.173
O 0.707 0.295 -0.314
H 0.259 0.140 -0.223
H -0.197 0.445 0.048
H 0.354 -0.013 0.242
H 0.554 -0.684 0.288
C -0.586 -0.186 0.225
C 0.809 -3.432 -0.424
O 1.414 2.949 -0.419
C 0.268 5.753 -0.571
O 0.328 -5.552 0.338
O -1.402 -0.872 0.313
H -0.402 0.198 0.009
H -0.243 0.147 0.219
H -0.464 0.432 -0.474
H 0.322 0.814 0.651
C -0.541 -0.476 0.400
C -0.003 -0.332 -0.676
O -2.140 -1.502 -1.083
C 1.393 1.312 2.162
O -0.084 -0.532 -2.022
O 0.658 0.074 -0.611
H 0.270 0.104 0.150
H 0.110 0.224 0.240
H 0.673 -0.330 1.142
H -0.263 1.329 0.310
C 1.114 -0.348 2.088
C -2.058 0.679 0.637
O 2.273 1.645 1.278
C 1.580 0.135 -2.163
O -1.349 -0.357 1.061
O -1.208 -1.129 -1.903
H -0.041 -0.159 -0.188
H -0.716 -0.106 -0.768
H 0.253 0.153 -0.328
H 0.207 -0.322 0.266
O 0.193 -0.351 -0.319
H -0.009 0.154 -0.098
H -0.304 0.204 0.488
O -0.042 -0.379 -0.256
H -0.296 0.179 0.422
H 0.251 0.114 -0.032
O 0.221 0.008 -0.134
H -0.083 -0.376 -0.004
H -0.149 0.286 0.083
O -1.084 -0.020 0.137
H 0.132 -0.200 0.194
H 0.476 -0.093 -0.350
C -0.066 0.917 0.057
C -0.601 0.066 1.275
O 0.577 0.289 0.019
H 0.576 -0.121 -0.191
H -0.090 -0.364 -0.377
H -0.246 -0.220 -0.164
H 0.429 -0.173 -0.363
H 0.046 0.063 0.049
H -0.221 -0.402 -0.407
C -0.516 0.120 0.812
C 1.449 0.464 0.852
O -0.518 -0.952 -1.312
H -0.152 0.176 -0.321
H 0.080 -0.373 -0.023
H 0.018 0.233 -0.048
H 0.130 0.386 0.591
H -0.144 -0.056 0.376
H -0.325 -0.182 -0.928
C 0.441 -0.835 -0.690
C -0.104 -0.633 0.896
O -1.250 0.917 0.027
H 0.244 -0.277 0.032
H -0.398 0.073 0.254
H 0.246 0.081 -0.098
H 0.798 -0.052 -0.288
H -0.108 0.640 -0.020
H 0.054 0.301 -0.107
C -0.330 0.069 -0.955
C 0.578 0.774 -0.978
O -0.741 0.061 0.804
H 0.430 0.026 -0.243
H 0.319 -0.115 0.227
H 0.010 -0.064 -0.215
H -0.103 -0.515 0.527
H -0.326 0.226 0.363
H 0.143 -0.411 0.570
C -0.191 0.049 0.593
C 1.665 1.313 -0.161
O -0.271 -0.491 0.250
H -0.253 -0.164 -0.902
H -0.183 -0.270 0.306
H 0.060 -0.179 0.261
H -0.699 0.118 -0.221
H -0.035 -0.302 -0.196
H -0.058 0.065 0.055

Properties
Spin multiplicity   1
HOMO energy   -9.22 eV
Calculated total energy   -85320.83973 eV

***

[2]
ORCA calculation (ωB97M-V with the def2-TZVPD basis set) on a 2-piece molecular cluster, C2H7N2O3 overall.

Last column: natural (NBO) charge in e.
CARTESIAN COORDINATES (ANGSTROEM)
N  -1.451790  -1.751992  -0.200031  -0.882
C  -1.699129  -0.905060  -1.327686  0.095
O  -1.791961  0.470464  -1.044650  -0.790
H  -2.121685  -1.554425  0.517254  0.339
H  -0.504874  -1.576767  0.140598  0.403
H  -0.914113  -1.088472  -2.065603  0.140
H  -2.652284  -1.152557  -1.804956  0.127
N  2.121607  0.964922  1.687594  -0.908
C  1.284132  0.513658  0.630955  0.870
O  0.490742  1.372373  0.174944  -0.817
O  1.442869  -0.670871  0.270042  -0.811
H  2.931764  0.404436  1.829155  0.361
H  2.264023  1.961007  1.681383  0.362
H  -0.921184  0.769665  -0.701030  0.511

Atomic forces in eV per Å
N 0.377 -0.465 -0.361
C -0.124 0.319 -0.372
O -0.190 0.066 -0.123
H -0.197 0.174 0.456
H -0.089 0.069 0.069
H 0.164 -0.065 0.007
H -0.050 -0.186 0.114
N -0.540 0.292 0.124
C 0.329 0.090 -0.213
O -0.207 0.041 -0.063
O -0.216 -0.264 0.077
H 0.460 -0.229 -0.014
H 0.061 -0.016 0.031
H 0.222 0.174 0.270

Properties
Spin multiplicity   1
ΔE to the lowest compared entry with this formula, charge and spin   0.00 kJ/mol
HOMO energy   -4.77 eV
Total charge   -1
Calculated total energy   -11312.90060 eV